*1*
This record from the OMol25 dataset describes a gas-phase ion, C4H8NO (charge +1). The level of theory is ωB97M-V/def2-TZVPD.

```
14
Properties=species:S:1:pos:R:3
C -1.45304 1.29020 1.16329
C -0.36298 1.53395 0.33770
C 0.48578 -0.62939 -0.31794
C 1.33098 -1.63187 -1.12094
N 0.37927 0.65764 -0.36921
O -2.27188 0.34170 1.61075
H -1.84346 2.25463 1.41916
H 0.03981 2.56935 0.29056
H 0.04844 -1.29965 0.48558
H 1.97019 -2.14108 -0.47618
H 1.90380 -1.16028 -1.92665
H 0.68134 -2.40697 -1.49199
H 1.04260 1.21609 -1.08425
H -1.95085 -0.59433 1.48013
```

- total charge = +1
- multiplicity = 3
- E_HOMO (spin up / spin down) (eV) = -11.2 / -16.8
- Kohn-Sham gap (spin up / spin down) (eV) = 7.8 / 9.3

*2*
This record from the OMol25 dataset describes a gas-phase ion, C4H8NO (charge +1). The level of theory is ωB97M-V/def2-TZVPD.

```
14
Properties=species:S:1:pos:R:3
C -0.89119 0.37013 -0.61846
C 0.44905 0.56445 -1.31737
C -1.90842 0.88078 0.39849
C 1.28961 -0.77852 0.65599
N 0.46292 -0.06991 -0.19605
O 2.58528 -0.68916 0.29835
H -1.52936 -0.35322 -1.30256
H 1.11877 0.88937 -2.00599
H -1.62897 1.79523 0.80883
H -1.99362 0.15890 1.25714
H -2.79471 0.98742 -0.16463
H 1.28416 -0.49378 1.71805
H 0.94362 -1.92431 0.88678
H 2.61285 -1.33737 -0.41857
```

- total charge = +1
- multiplicity = 3
- E_HOMO (spin up / spin down) (eV) = -12.4 / -16.5
- Kohn-Sham gap (spin up / spin down) (eV) = 9.3 / 7.6

From most stable to least stable, the computed energies give *1*, *2*.

*1*
This record from the OMol25 dataset describes 2 unconnected molecules or ions with the total composition C2H6FNO. The level of theory is ωB97M-V/def2-TZVPD.

```
11
Properties=species:S:1:pos:R:3
C -1.16184 1.21885 0.32072
C 1.95845 -0.63090 -0.11324
N -2.22390 -0.77221 0.08378
O -1.93196 0.44278 -0.33185
F 2.26064 0.69450 -0.20405
H -0.71120 0.92986 1.25803
H -0.96273 2.17161 -0.13573
H 2.40109 -1.02413 0.80280
H 2.37296 -1.13880 -0.98603
H 0.87524 -0.73442 -0.09111
H -2.87675 -1.15713 -0.60332
```

- total charge = 0
- E_HOMO (spin up / spin down) (eV) = -8.3 / -8.9
- Kohn-Sham gap (spin up / spin down) (eV) = 8.5 / 9.3

*2*
This record from the OMol25 dataset describes 2 unconnected molecules or ions with the total composition C2H6FNO. The level of theory is ωB97M-V/def2-TZVPD.

```
11
Properties=species:S:1:pos:R:3
C -0.40993 -0.41120 0.84715
C 0.03439 -1.16043 -1.33174
N 0.44707 1.59794 0.47294
O 0.61944 0.44272 1.21214
F -1.26377 -1.06709 -1.86872
H -1.37919 0.07195 0.58179
H -0.34882 -1.30498 1.53463
H 0.45927 -0.16561 -1.40828
H 0.40000 -2.18199 -1.30939
H 1.34920 1.84440 0.09474
H 0.09235 2.33428 1.17474
```

- total charge = 0
- E_HOMO (eV) = -7.8
- Kohn-Sham gap (eV) = 8.8

From most stable to least stable, the computed energies give *1*, *2*.

*1*
This record from the OMol25 dataset describes C5H6FNO in the gas phase. The level of theory is ωB97M-V/def2-TZVPD.

```
14
Properties=species:S:1:pos:R:3
C -2.25947 0.35191 0.27692
C -1.23762 -0.45723 0.02643
F -1.41735 -1.78681 -0.15910
C 0.19246 0.04480 -0.12858
C 0.62959 1.35555 -0.10241
O 0.02996 2.46908 -0.00822
C 1.15699 -0.85816 -0.03929
N 2.54857 -0.82795 0.16575
H -2.00520 1.48969 -0.19087
H -3.22662 -0.14375 0.34734
H 1.78382 1.53159 -0.67376
H 1.04704 -1.92451 0.11222
H 3.19350 -1.53361 -0.15711
H 2.99221 0.08367 0.70117
```

- total charge = 0
- E_HOMO (eV) = -8.8
- Kohn-Sham gap (eV) = 8.9
- structure (SMILES) = C=C(F)/C(C=O)=C/N

*2*
This record from the OMol25 dataset describes C5H6FNO in the gas phase. The level of theory is ωB97M-V/def2-TZVPD.

```
14
Properties=species:S:1:pos:R:3
C -0.95913 -0.90576 2.69482
C -0.84954 -1.01584 1.40979
C -0.93799 -1.40392 0.18394
O -0.27311 -0.77685 -0.85782
C 0.14457 0.44882 -0.90558
C 1.27365 0.68567 -1.90455
N -0.33029 1.37779 -0.20176
F 0.25104 2.60889 -0.43112
H -0.03664 -1.26428 3.17295
H -1.31729 0.04085 3.16717
H -1.69879 -2.07996 -0.13432
H 1.20929 1.74330 -2.26844
H 2.23828 0.62345 -1.39535
H 1.28594 -0.08217 -2.52974
```

- total charge = 0
- E_HOMO (eV) = -9.3
- Kohn-Sham gap (eV) = 10.0
- structure (SMILES) = C=C=CO/C(C)=N/F

From most stable to least stable, the computed energies give *1*, *2*.